Record 1
Molecular formula: C3H3O2S
Method: DFT, ωB97M-V/def2-TZVPD

Summary:
ΔE to the lowest compared entry with this formula, charge and spin in kJ/mol: 373.22
Kohn-Sham gap in Ha: 0.2481
Charge: -1

Geometry (Å):
1 C -1.22 0.32 0.68
2 C -0.16 0.04 -0.40
3 C -1.55 -0.52 -0.28
4 O 2.04 0.15 1.32
5 O 2.38 0.29 -1.12
6 S 1.77 -0.51 0.00
7 H -1.33 0.66 1.70
8 H 0.15 0.86 -1.10
9 H -2.09 -1.28 -0.79

From a Mulliken analysis of the wavefunction, the atomic charges in e read: -0.3284 -0.3713 -0.2984 -0.6326 -0.6493 0.4221 0.3227 0.2002 0.3350



Record 2
Molecular formula: ClH4MgO2
Method: DFT, ωB97M-V/def2-TZVPD

Summary:
ΔE to the lowest compared entry with this formula, charge and spin in kJ/mol: 507.69
Kohn-Sham gap in Ha: 0.2431
Charge: +1

Geometry (Å):
1 Mg 11.18 18.53 -11.44
2 Cl 11.19 19.51 -10.07
3 O 13.31 20.96 -11.21
4 H 13.79 20.15 -11.04
5 H 12.42 20.78 -10.90
6 O 10.58 20.41 -7.99
7 H 10.77 19.90 -8.78
8 H 10.72 19.80 -7.27

From a Mulliken analysis of the wavefunction, the atomic charges in e read: 1.6262 -0.8264 -0.5566 0.2938 0.3499 -0.6910 0.4835 0.3207



Record 3
Molecular formula: C20H24FN3O
Method: DFT, ωB97M-V/def2-TZVPD

Summary:
ΔE to the lowest compared entry with this formula, charge and spin in kJ/mol: 128.82
SMILES: CCN(CC)CCN1C(=O)c2ccccc2N[C@@H]1c1ccccc1F
Kohn-Sham gap in Ha: 0.3161

Geometry (Å):
1 C -1.44 2.48 -2.94
2 C -1.28 2.70 -1.46
3 N -1.79 1.58 -0.64
4 C -3.15 1.05 -0.92
5 C -4.29 1.95 -0.34
6 C -1.37 1.66 0.77
7 C -1.49 0.33 1.59
8 N -0.24 -0.48 1.50
9 C 0.67 -0.51 2.54
10 O 0.67 0.40 3.39
11 C 1.71 -1.55 2.61
12 C 2.69 -1.62 3.61
13 C 3.61 -2.71 3.65
14 C 3.57 -3.67 2.65
15 C 2.62 -3.57 1.62
16 C 1.68 -2.54 1.61
17 N 0.66 -2.54 0.68
18 C -0.04 -1.31 0.33
19 C 0.74 -0.68 -0.79
20 C 1.73 0.28 -0.59
21 C 2.39 0.83 -1.70
22 C 2.07 0.47 -3.04
23 C 1.05 -0.46 -3.24
24 C 0.46 -1.09 -2.11
25 F -0.45 -2.09 -2.25
26 H -2.44 2.70 -3.28
27 H -1.21 1.44 -3.18
28 H -0.77 3.15 -3.48
29 H -0.20 2.82 -1.25
30 H -1.77 3.60 -1.13
31 H -3.30 1.06 -2.01
32 H -3.26 0.05 -0.48
33 H -5.23 1.43 -0.56
34 H -4.28 2.89 -0.89
35 H -4.25 2.14 0.72
36 H -1.92 2.44 1.28
37 H -0.33 1.96 0.83
38 H -1.65 0.68 2.62
39 H -2.37 -0.29 1.34
40 H 2.77 -0.84 4.35
41 H 4.36 -2.72 4.42
42 H 4.27 -4.50 2.70
43 H 2.51 -4.33 0.87
44 H 0.75 -3.24 -0.06
45 H -1.03 -1.57 -0.04
46 H 2.00 0.59 0.38
47 H 3.13 1.58 -1.55
48 H 2.60 0.84 -3.91
49 H 0.83 -0.80 -4.23

From a Mulliken analysis of the wavefunction, the atomic charges in e read: -1.4976 -0.5315 0.6390 -0.7745 -1.2222 -1.1634 -1.2626 0.1592 0.4968 -0.7443 0.5568 -0.5459 -0.6942 -0.5339 -0.6836 0.5038 -0.0987 -1.2392 0.8679 -0.3340 -0.8316 -0.5085 -0.7469 0.5565 -0.3886 0.3703 0.3317 0.3804 0.4042 0.4214 0.5053 0.2965 0.4219 0.2696 0.2812 0.7388 0.4482 0.3737 0.4713 0.4649 0.3993 0.3772 0.3518 0.3454 0.4936 0.5291 0.4278 0.4194 0.4983



Record 4
Molecular formula: C29H32BrFeN5O7P2Si
Method: DFT, ωB97M-V/def2-TZVPD

Summary:
ΔE to the lowest compared entry with this formula, charge and spin in kJ/mol: 182.61
Multiplicity: 2
⟨S²⟩: 0.7844
Kohn-Sham gap (alpha / beta) in Ha: 0.1627 / 0.2403
Charge: -1

Geometry (Å):
1 Fe 0.06 0.89 -0.57
2 C -0.14 3.37 2.82
3 C 1.04 3.00 3.51
4 C 2.07 2.44 2.81
5 C 1.95 2.18 1.41
6 N 0.74 2.41 0.79
7 C -0.21 3.05 1.48
8 N 3.04 1.78 0.77
9 C 3.02 1.46 -0.53
10 N 1.91 1.33 -1.30
11 C 2.28 0.99 -2.56
12 N 1.50 0.79 -3.62
13 C 0.20 1.03 -3.69
14 C -0.42 0.73 -4.94
15 C -1.73 1.05 -5.17
16 C -2.45 1.73 -4.18
17 C -1.81 1.97 -2.98
18 N -0.56 1.61 -2.69
19 C 3.72 0.88 -2.62
20 C 4.60 0.53 -3.63
21 C 5.95 0.47 -3.33
22 C 6.42 0.79 -2.04
23 C 5.55 1.15 -1.03
24 C 4.19 1.19 -1.32
25 H -0.95 3.89 3.31
26 H 1.13 3.19 4.57
27 H 3.01 2.19 3.29
28 H -1.08 3.34 0.91
29 H 0.19 0.23 -5.68
30 H -2.19 0.80 -6.12
31 H -3.47 2.05 -4.34
32 H -2.34 2.50 -2.20
33 H 4.23 0.29 -4.62
34 H 6.66 0.18 -4.09
35 H 7.49 0.74 -1.84
36 H 5.91 1.39 -0.04
37 C -0.27 -2.89 3.97
38 C -0.16 -2.37 2.55
39 O 0.55 -3.29 1.74
40 P 0.90 -0.87 2.46
41 O 2.28 -1.35 3.10
42 O 0.32 0.10 3.57
43 O 1.10 -0.33 1.11
44 P -1.84 -2.11 1.82
45 O -2.87 -2.26 3.06
46 O -2.16 -3.11 0.79
47 O -2.00 -0.58 1.45
48 H 0.73 -3.06 4.36
49 H -0.83 -3.83 3.98
50 H -0.78 -2.16 4.60
51 H 0.14 -3.34 0.85
52 H 2.86 -1.69 2.39
53 H 0.74 0.99 3.51
54 H -3.37 -3.08 2.91
55 C -3.35 0.65 3.66
56 Si -3.46 0.23 1.82
57 C -4.85 -0.89 1.18
58 C -3.47 1.80 0.78
59 H -4.25 0.38 4.21
60 H -3.18 1.72 3.79
61 H -2.50 0.13 4.10
62 H -5.62 -1.10 1.92
63 H -4.42 -1.83 0.84
64 H -5.33 -0.43 0.32
65 H -4.35 1.82 0.14
66 H -2.58 1.89 0.14
67 H -3.51 2.68 1.41
68 Br -0.66 -5.47 -3.13
69 C -0.47 -3.67 -2.47
70 C -1.49 -2.77 -2.66
71 C -1.35 -1.49 -2.15
72 C -0.22 -1.08 -1.45
73 C 0.81 -2.02 -1.33
74 C 0.70 -3.31 -1.82
75 H -2.39 -3.07 -3.19
76 H -2.17 -0.79 -2.31
77 H 1.73 -1.73 -0.83
78 H 1.51 -4.02 -1.72

From a Mulliken analysis of the wavefunction, the atomic charges in e read: 0.1197 -0.6292 -0.4665 -0.5178 0.3096 -0.0267 -0.4225 -0.6008 -0.3332 -0.0030 -0.3868 -0.5028 0.3989 -0.6878 -0.3316 -0.7877 -0.2402 -0.1387 0.3358 -0.2872 -0.6024 -0.5571 -0.2411 0.4020 0.4407 0.3718 0.3837 0.6865 0.4378 0.3833 0.3978 0.3531 0.5101 0.3823 0.3768 0.5045 -1.8961 1.4995 -0.6630 0.2168 -0.5794 -0.7696 0.1247 0.0205 -0.4446 -0.7608 -0.2169 0.4383 0.4410 0.3079 0.3315 0.4234 0.3684 0.3642 -1.0273 1.1856 -1.2722 -0.5379 0.3836 0.3107 0.1480 0.3377 0.2613 0.3384 0.4800 -0.6163 0.4162 -0.2815 -0.0262 -0.6886 0.1670 0.0745 0.0848 -0.3804 0.4270 0.2882 0.2304 0.4603



Record 5
Molecular formula: H12O5S2
Method: DFT, ωB97M-V/def2-TZVPD

Summary:
ΔE to the lowest compared entry with this formula, charge and spin in kJ/mol: 36.16
SMILES: SS.O.O.O.O.O
Kohn-Sham gap in Ha: 0.3673

Geometry (Å):
1 S -1.04 1.19 -1.49
2 S -2.93 1.76 -2.13
3 H -1.01 0.07 -2.22
4 H -3.52 1.22 -1.03
5 O 1.73 0.23 2.35
6 H 2.36 0.61 2.93
7 H 2.14 -0.19 1.58
8 O 1.98 -2.79 2.57
9 H 2.13 -2.28 3.35
10 H 1.08 -2.56 2.38
11 O 2.82 -0.23 -0.07
12 H 2.14 -0.89 -0.27
13 H 2.83 0.40 -0.80
14 O -0.53 -0.37 1.42
15 H -0.51 0.25 0.68
16 H 0.26 -0.07 1.92
17 O 0.76 -1.95 -0.40
18 H 0.29 -1.62 0.41
19 H 0.67 -2.89 -0.43

From a Mulliken analysis of the wavefunction, the atomic charges in e read: -0.2247 -0.2057 0.2178 0.1792 -0.6384 0.2976 0.3681 -0.6158 0.3073 0.3128 -0.7169 0.4254 0.3196 -0.7129 0.2828 0.4755 -0.6982 0.3287 0.2980



Record 6
Molecular formula: C25H16ClN2O4PRhS2
Method: DFT, ωB97M-V/def2-TZVPD

Summary:
ΔE to the lowest compared entry with this formula, charge and spin in kJ/mol: 173.21
Kohn-Sham gap in Ha: 0.2610
Charge: -1

Geometry (Å):
1 Rh 1.17 1.64 -0.44
2 Cl -6.15 2.38 0.91
3 C -4.49 2.42 0.36
4 C -3.74 3.59 0.48
5 C -2.43 3.62 0.05
6 C -1.80 2.48 -0.49
7 O -0.56 2.59 -0.86
8 C -2.59 1.31 -0.64
9 C -2.13 0.11 -1.30
10 O -1.06 -0.06 -1.85
11 C -3.92 1.30 -0.19
12 H -4.19 4.48 0.91
13 H -1.83 4.51 0.16
14 H -2.87 -0.72 -1.27
15 H -4.51 0.39 -0.29
16 O 4.90 -0.02 0.02
17 C 3.70 0.16 0.01
18 O 3.09 1.14 -0.59
19 C 2.74 -0.82 0.69
20 P 1.23 -0.79 -0.34
21 C 0.03 -1.85 0.51
22 C -0.95 -2.54 -0.22
23 C -1.91 -3.29 0.44
24 C -1.92 -3.35 1.83
25 C -0.97 -2.66 2.56
26 C 0.01 -1.92 1.90
27 C 1.69 -1.73 -1.82
28 C 2.01 -3.08 -1.76
29 C 2.39 -3.76 -2.91
30 C 2.46 -3.09 -4.12
31 C 2.14 -1.74 -4.19
32 C 1.76 -1.06 -3.04
33 H 2.48 -0.39 1.66
34 H 3.18 -1.80 0.82
35 H -0.94 -2.49 -1.30
36 H -2.65 -3.83 -0.13
37 H -2.68 -3.93 2.34
38 H -0.97 -2.69 3.64
39 H 0.74 -1.37 2.48
40 H 1.95 -3.61 -0.82
41 H 2.64 -4.81 -2.86
42 H 2.76 -3.62 -5.02
43 H 2.19 -1.21 -5.13
44 H 1.49 -0.01 -3.08
45 S 0.48 1.63 1.66
46 C 1.14 3.23 1.88
47 S 1.85 3.75 0.41
48 C 1.06 3.91 3.08
49 C 1.58 5.23 3.20
50 N 2.00 6.30 3.30
51 C 0.46 3.29 4.22
52 N -0.03 2.77 5.12

From a Mulliken analysis of the wavefunction, the atomic charges in e read: 0.2211 -0.2680 0.2131 -0.5629 -0.2855 -0.0006 -0.8065 1.0715 -0.2512 -0.4939 -0.9621 0.4005 0.4788 0.2947 0.3444 -0.6907 0.2476 -0.7686 -0.3823 1.0697 0.8294 -0.7993 -0.6331 -0.4661 -0.7440 -0.5474 0.4855 -0.0855 -0.8015 -0.3645 -0.7839 -0.3044 0.4649 0.4189 0.5485 0.4165 0.3922 0.4281 0.2900 0.4011 0.3933 0.3805 0.3902 0.3005 -0.4442 0.9659 -0.2258 0.5356 -0.2021 -0.5431 -0.0083 -0.5569



Record 7
Molecular formula: C15H13CrI2NO7RhS2
Method: DFT, ωB97M-V/def2-TZVPD

Summary:
ΔE to the lowest compared entry with this formula, charge and spin in kJ/mol: 97.57
Multiplicity: 8
⟨S²⟩: 16.0528
Kohn-Sham gap (alpha / beta) in Ha: 0.1874 / 0.1869
Charge: +4

Geometry (Å):
1 I -1.65 2.74 -1.62
2 I -1.20 -1.51 -2.90
3 Cr -0.23 -0.92 -0.55
4 Rh 2.18 -0.11 -0.10
5 S 0.32 1.42 -1.74
6 C 3.91 0.17 -0.78
7 C 2.30 0.00 1.80
8 C 0.55 1.45 -3.65
9 C -0.75 1.49 -4.42
10 C 1.52 0.34 -4.01
11 C 1.21 2.81 -3.84
12 C -0.85 -2.47 0.58
13 C 1.80 -1.95 -0.47
14 O 2.43 0.06 2.95
15 O 4.94 0.45 -1.24
16 O -1.12 -3.45 1.12
17 O 2.01 -3.06 -0.76
18 H -0.48 1.76 -5.46
19 H -1.40 2.30 -4.04
20 H -1.32 0.56 -4.40
21 H 2.01 0.59 -4.97
22 H 1.06 -0.65 -4.11
23 H 2.31 0.28 -3.26
24 H 1.46 2.89 -4.90
25 H 2.12 2.89 -3.25
26 H 0.54 3.63 -3.57
27 O 0.02 1.56 2.10
28 C -0.69 0.56 2.16
29 N -1.09 -0.14 1.02
30 S -2.77 -0.36 0.97
31 O -2.97 -1.28 -0.16
32 O -2.85 -1.44 2.25
33 C -2.12 -1.15 3.37
34 C -2.37 -1.99 4.46
35 C -1.62 -1.81 5.62
36 C -0.70 -0.75 5.69
37 C -0.51 0.11 4.61
38 C -1.19 -0.11 3.40
39 H -3.11 -2.77 4.33
40 H -1.77 -2.49 6.45
41 H -0.13 -0.61 6.61
42 H 0.18 0.96 4.70

From a Mulliken analysis of the wavefunction, the atomic charges in e read: 0.2979 0.3984 1.1371 0.0119 -0.0946 0.4240 0.4260 0.5205 -1.0856 -1.0500 -1.3307 0.4139 0.4428 -0.1237 -0.0785 -0.1249 -0.0848 0.4066 0.3873 0.2485 0.4350 0.1949 0.1848 0.5313 0.4096 0.4064 -0.4954 -0.0018 0.1775 0.5894 -0.4449 -0.3371 1.0056 -0.4418 -0.5595 -0.6058 -0.5831 0.2679 0.5560 0.4929 0.4849 0.5908



Record 8
Molecular formula: C28H28BrClINO11
Method: DFT, ωB97M-V/def2-TZVPD

Summary:
SMILES: C#CN1C(=O)c2c(Cl)cc(CC(=O)Br)c(I)c2C1=O.O=C1CCCO1.O=C1CCCO1.O=C1CCCO1.O=C1CCCO1
Kohn-Sham gap in Ha: 0.2876

Geometry (Å):
1 C 0.92 -2.54 0.84
2 C 0.98 -1.22 0.95
3 N 1.08 0.28 1.00
4 C -0.11 0.91 1.69
5 O -0.14 1.73 2.67
6 C -1.32 0.29 0.82
7 C -2.84 -0.05 1.17
8 Cl -3.51 0.28 2.85
9 C -3.69 -0.71 -0.03
10 C -3.04 -1.00 -1.47
11 C -3.89 -1.70 -2.65
12 C -4.97 -2.78 -2.09
13 O -6.14 -2.83 -2.62
14 Br -4.63 -4.08 -0.62
15 C -1.51 -0.59 -1.80
16 I -0.55 -0.91 -3.73
17 C -0.70 0.05 -0.61
18 C 0.83 0.56 -0.48
19 O 1.63 1.10 -1.29
20 H 0.94 -3.59 0.37
21 H -4.80 -1.00 0.14
22 H -3.15 -2.31 -3.31
23 H -4.42 -0.92 -3.30
24 O 7.00 4.07 -2.22
25 C 5.83 3.86 -1.99
26 C 5.07 4.35 -0.79
27 C 3.83 3.50 -0.82
28 C 3.67 3.21 -2.29
29 O 5.00 3.17 -2.82
30 H 4.84 5.41 -0.92
31 H 5.65 4.20 0.13
32 H 2.95 3.97 -0.37
33 H 4.01 2.56 -0.28
34 H 3.11 4.00 -2.81
35 H 3.17 2.25 -2.47
36 O -4.65 2.70 0.03
37 C -3.76 3.51 0.14
38 C -3.84 4.95 -0.30
39 C -2.38 5.36 -0.29
40 C -1.80 4.48 0.79
41 O -2.56 3.26 0.73
42 H -4.43 5.51 0.42
43 H -4.27 5.03 -1.30
44 H -2.23 6.43 -0.10
45 H -1.92 5.12 -1.25
46 H -1.92 4.91 1.79
47 H -0.75 4.26 0.61
48 O -0.51 -3.35 -1.36
49 C -0.83 -4.39 -1.89
50 C -0.54 -4.78 -3.31
51 C -1.48 -5.95 -3.52
52 C -1.59 -6.52 -2.13
53 O -1.47 -5.41 -1.24
54 H 0.50 -5.08 -3.40
55 H -0.77 -3.96 -3.99
56 H -1.13 -6.67 -4.26
57 H -2.46 -5.58 -3.85
58 H -0.79 -7.24 -1.91
59 H -2.56 -7.01 -1.97
60 O 1.32 -3.03 5.03
61 C 2.20 -2.20 5.12
62 C 2.12 -0.78 4.65
63 C 3.57 -0.37 4.64
64 C 4.16 -1.22 5.74
65 O 3.41 -2.44 5.71
66 H 1.53 -0.20 5.36
67 H 1.68 -0.72 3.65
68 H 3.72 0.70 4.81
69 H 4.03 -0.63 3.68
70 H 4.06 -0.77 6.73
71 H 5.22 -1.44 5.56

From a Mulliken analysis of the wavefunction, the atomic charges in e read: -0.6827 0.2463 -0.0680 0.1643 -0.5589 0.4805 0.0704 -0.1833 -0.3267 1.0009 -0.1695 0.2207 -0.5371 -0.0991 -1.2605 0.0990 0.8357 0.0551 -0.4934 0.2958 0.4098 0.0931 0.3248 -0.5786 0.4623 -0.3876 -0.2542 -0.2885 -0.3483 0.2663 0.2674 0.2370 0.2051 0.2045 0.2546 -0.5779 0.3864 -0.4187 -0.5141 -0.3496 -0.0947 0.2674 0.2848 0.3381 0.2694 0.2693 0.1836 -0.4642 0.4468 -0.1568 -0.5528 -0.4541 -0.3237 0.2990 0.0712 0.3336 0.2442 0.2699 0.3213 -0.5926 0.5112 0.3203 -0.6058 -0.4222 -0.3743 0.3377 -0.4301 0.3836 0.2564 0.2387 0.3414



Number 1: DFT total energy -664.6932 Ha. Number 2: DFT total energy -812.6840 Ha. Number 3: DFT total energy -1115.8820 Ha. Number 4: DFT total energy -6735.0070 Ha. Number 5: DFT total energy -1179.7636 Ha. Number 6: DFT total energy -3081.3552 Ha. Number 7: DFT total energy -3705.7476 Ha. Number 8: DFT total energy -5297.6924 Ha.